1.
Entry from OMol25: a 2-piece molecular cluster, C6H9O6P overall at a distorted geometry (ωB97M-V/def2-TZVPD).

Geometry as XYZ:
```
22
Properties=species:S:1:pos:R:3:forces:R:3
C -1.665 0.917 -0.457 1.8 -3.1 0.7
C -2.725 0.017 -0.560 -2.7 0.6 -0.5
C -0.688 0.199 0.169 -5.4 -0.7 -3.1
C -2.403 -1.114 0.088 1.7 -0.2 0.8
C 2.251 0.601 0.880 -2.0 -0.9 -0.6
C 2.122 -0.368 -0.419 -0.4 2.4 -0.5
O -1.114 -1.014 0.575 -2.5 -1.3 -0.6
O -1.541 2.085 -0.994 -0.1 2.8 -1.1
O -3.988 0.443 -1.032 1.3 -1.2 0.5
O -3.102 -2.215 0.378 0.9 -2.0 1.3
O 1.613 1.752 0.703 1.3 -0.8 -0.8
O 1.987 0.338 -1.520 0.5 -0.8 2.4
P 2.440 -2.121 -0.428 -1.8 -0.7 0.3
H 1.900 -0.048 1.784 1.1 0.9 -1.1
H 3.338 0.653 0.688 0.8 -0.1 1.0
H -2.261 2.270 -1.611 0.0 -0.1 0.2
H -4.537 -0.200 -0.575 -0.9 0.2 -0.3
H -2.530 -2.846 0.953 -1.4 1.8 -1.5
H 0.060 0.487 0.641 6.7 2.9 3.6
H 1.914 1.265 -1.086 -0.6 0.3 -0.1
H 1.648 -2.307 0.860 0.8 0.1 -1.8
H 1.355 -2.334 -1.438 1.0 0.0 1.2
```
Positions in Å, forces in eV/Å.

Calculated values
total energy: -1026.5982 Ha
gap between HOMO and LUMO: 6.90 eV
charge: 0
M: 208.11 Da
lowest unoccupied orbital energy: -0.719 eV
energy above the lowest of the compared OMol25 structures with the same formula, charge and spin: 357.2 kJ/mol

Here are the natural (NBO) charges for atoms 1 to 6, given in e: 0.226 0.059 -0.017 0.486 -0.110 0.265

=====

2.
Entry from OMol25: C6H9O6Tl as an isolated structure at a distorted geometry (ωB97M-V/def2-TZVPD).

Geometry as XYZ:
```
22
Properties=species:S:1:pos:R:3:forces:R:3
O -2.609 0.075 1.743 -0.5 0.3 0.5
C -2.310 -1.013 1.063 2.5 -0.2 0.6
C -2.684 1.208 0.859 -0.1 0.2 0.0
O -1.766 -1.985 1.566 -1.7 0.9 -0.1
O -2.383 -0.819 -0.242 -0.2 -0.3 -0.7
C -2.554 0.578 -0.535 -0.2 0.1 -0.1
H -1.850 1.876 1.101 -0.2 -0.2 0.0
H -3.638 1.715 1.025 0.2 -0.1 0.0
H -1.666 0.923 -1.079 -0.3 -0.1 0.1
H -3.456 0.689 -1.146 0.3 0.0 0.1
Tl -0.435 -3.583 0.291 1.2 -0.2 -0.7
C 1.721 -2.108 -0.436 0.0 -0.6 0.1
C 1.587 -0.661 -0.238 -0.2 0.8 0.2
O 2.878 0.135 -0.499 0.1 -0.8 0.2
C 2.802 1.431 -0.412 -0.9 0.2 -0.7
O 1.806 2.093 -0.192 0.1 0.0 0.3
O 3.982 1.981 -0.727 0.7 0.0 0.1
H 1.964 -2.359 -1.483 -0.2 0.0 0.3
H 2.516 -2.540 0.196 -0.3 0.1 -0.1
H 1.331 -0.373 0.792 0.0 -0.1 -0.3
H 0.872 -0.205 -0.934 0.1 -0.1 0.2
H 3.890 2.942 -0.712 -0.2 -0.1 0.1
```
Positions in Å, forces in eV/Å.

Calculated values
total energy: -857.9200 Ha
gap between HOMO and LUMO: 7.09 eV
charge: 0
M: 381.51 Da
lowest unoccupied orbital energy: 0.133 eV
energy above the lowest of the compared OMol25 structures with the same formula, charge and spin: 0.0 kJ/mol

Here are the natural (NBO) charges for atoms 1 to 6, given in e: -0.461 1.005 -0.105 -0.657 -0.476 -0.103

=====

3.
Entry from OMol25: C6H9O7P as an isolated structure at a distorted geometry (ωB97M-V/def2-TZVPD).

Geometry as XYZ:
```
23
Properties=species:S:1:pos:R:3:forces:R:3
C -1.911 -3.777 -0.159 1.6 -0.2 0.2
C -1.723 -2.480 -0.237 -1.1 0.9 -0.7
C 1.284 2.857 0.750 -0.1 -1.8 -1.6
C 0.133 1.771 0.590 1.1 1.9 -0.3
C 0.604 0.356 0.367 1.0 -1.3 0.0
C -0.355 -1.839 -0.286 -0.3 0.4 -1.0
O 0.964 2.157 -2.984 0.3 -0.5 0.0
O 1.846 2.815 -0.577 0.8 0.4 -1.3
O -0.367 2.096 -0.701 -0.6 -0.1 -1.4
O 1.357 0.436 -0.914 -0.9 -0.3 0.0
O -0.788 2.043 1.486 -2.8 -1.1 1.7
O 1.476 0.002 1.384 0.9 -3.7 -1.8
O -0.506 -0.477 0.236 0.7 -0.4 -0.2
P 0.969 1.874 -1.568 0.3 1.0 2.2
H -2.825 -4.313 -0.226 -0.6 -0.1 -0.2
H -0.989 -4.334 -0.086 -0.1 -0.7 0.4
H -2.604 -1.874 -0.567 1.0 0.0 0.7
H 0.740 3.784 0.820 0.1 0.4 0.6
H 2.129 2.682 1.425 -0.8 0.0 0.2
H -0.132 -1.832 -1.391 0.3 0.5 1.0
H 0.449 -2.440 0.213 -0.8 0.5 -0.1
H -1.583 1.462 1.329 1.1 0.7 0.3
H 1.832 -0.971 1.096 -1.0 3.5 1.3
```
Positions in Å, forces in eV/Å.

Calculated values
total energy: -1102.1061 Ha
gap between HOMO and LUMO: 10.82 eV
charge: 0
M: 224.11 Da
lowest unoccupied orbital energy: 0.387 eV
energy above the lowest of the compared OMol25 structures with the same formula, charge and spin: 80.9 kJ/mol

Here are the natural (NBO) charges for atoms 1 to 6, given in e: -0.377 -0.197 -0.079 0.411 0.722 -0.115

=====

What is the lowest unoccupied orbital energy in the second record?
0.133 eV